Record 1
Computed, not measured: a gas-phase ion, C35H32O2P (charge +1), with ωB97M-V/def2-TZVPD.

The geometry in XYZ format:
```
70
Properties=species:S:1:pos:R:3:lowdin_charge:R:1
C -1.90291 3.75508 3.33700 -0.052
H 2.35296 -2.33701 -1.42828 0.116
C -1.67226 -0.27301 1.44090 -0.325
C 1.16367 -1.70622 3.20759 -0.094
H 4.53494 -1.14717 -4.96092 0.101
C 3.57876 -1.88163 -3.16435 -0.073
C 2.54283 -1.65413 -2.25316 -0.054
H -2.24750 1.45884 0.26772 0.120
C 0.98516 0.44253 0.30806 -0.111
H -1.41354 -2.04721 2.64856 0.108
H 5.39637 -0.99688 -1.03575 0.080
C 3.74072 -0.96449 -4.24134 -0.070
H -1.43194 -1.58445 -2.40025 0.125
C 0.21311 0.00241 4.64204 -0.047
C -3.74648 -0.07442 0.23050 -0.057
C 2.40166 0.31348 0.79244 -0.478
C -2.80825 1.40940 -3.34680 -0.078
C -1.57948 -0.50964 -2.54135 -0.035
H 0.43365 -1.08625 -0.62271 0.131
H -1.80151 3.40550 -3.13682 0.125
H 1.37751 -2.12315 2.22461 0.116
H 0.76803 1.32879 -0.18622 0.074
H 5.17127 0.63436 -1.66749 0.091
H 2.11473 -3.37154 4.21456 0.118
C -2.73878 0.00508 -3.14522 -0.071
C -1.80094 2.30416 -2.89550 -0.061
C 0.69067 2.94735 2.70381 -0.067
H 6.52379 0.28020 -0.58705 0.080
C -4.13176 -1.33495 0.71817 -0.044
C -2.07318 -1.50083 1.96442 -0.059
H 4.17948 -2.82527 -3.08050 0.124
C -3.30127 -2.04680 1.60044 -0.052
H 3.01617 0.86761 -5.27279 0.123
C 0.65493 -0.25133 -1.34667 -0.110
C 0.64725 -0.68979 5.77653 -0.050
C 5.48099 0.06566 -0.77479 -0.066
H -1.00969 5.65992 3.93792 0.122
C -0.37637 2.08488 2.42493 -0.307
C 0.48708 -0.48276 3.34697 -0.295
P -0.08067 0.40101 1.84589 1.185
C -0.82957 4.63923 3.53540 -0.052
H -3.59205 -3.03144 1.97925 0.117
H -2.51945 1.83485 2.65532 0.104
C 0.48279 4.22509 3.22319 -0.052
O 2.75790 0.71012 1.91508 0.041
C -2.52861 0.46003 0.62195 -0.106
H 1.71040 -2.43626 6.50822 0.118
C -0.66738 1.74561 -2.27408 -0.080
C 1.89582 0.36465 -3.45201 -0.016
H -5.09542 -1.77943 0.40397 0.122
H 0.14550 2.38017 -1.90717 0.118
H 4.82035 -0.26084 1.26280 0.134
C 1.67448 -0.55390 -2.38646 -0.201
H 4.63004 1.45181 0.65932 0.141
C -0.54035 0.34303 -2.10618 -0.230
O 3.30000 -0.05206 -0.14489 -0.010
H 1.21525 1.20229 -3.57559 0.096
H -3.66238 1.82345 -3.87580 0.099
H 0.44704 -0.28770 6.77080 0.116
H -3.51773 -0.68947 -3.57682 0.128
C 4.60381 0.37868 0.39854 -0.180
C -1.66566 2.49004 2.78079 -0.082
C 1.34524 -1.89764 5.62031 -0.052
H 1.32936 4.90686 3.38393 0.118
H -0.30492 0.95223 4.76987 0.110
H -2.91599 4.05851 3.60176 0.114
H 1.71631 2.63042 2.53293 0.101
C 1.58557 -2.41617 4.33639 -0.056
H -4.38288 0.45562 -0.47871 0.115
C 2.92832 0.18720 -4.38451 -0.056
```

The total charge is +1. The highest occupied orbital energy comes out at -0.4056 Ha. The energy relative to the best compared isomer or geometry (same formula, charge and spin) comes out at 3.82 kJ/mol. The value obtained for the total energy is -50189.9847 eV. For the orbital gap, the calculation gives 0.308 Ha. Its multiplicity is 1.

=====

Record 2
Computed, not measured: a molecular structure, C35H33Br2GeNNaS, with ωB97M-V/def2-TZVPD.

The geometry in XYZ format:
```
74
Properties=species:S:1:pos:R:3:lowdin_charge:R:1
C -4.55030 -0.14195 -3.09593 -0.067
H -3.86507 0.01314 -1.09419 0.080
C -1.00753 -2.30221 -3.88319 -0.026
H -6.38305 -1.00898 2.70833 0.102
C 0.52969 6.84592 0.32753 -0.111
C 4.16371 2.12773 0.66083 -0.478
C 5.12165 -2.45305 -1.08346 -0.042
C 1.05534 4.48561 0.21872 -0.291
C -0.31736 -1.34430 1.69211 -0.228
C -5.50141 -2.92807 2.31818 -0.089
H 6.48298 -2.42038 1.23862 0.074
H -4.38667 -4.68849 1.78023 0.103
C 4.51322 -2.16410 0.29871 -0.555
H 6.09264 -1.96337 -1.19179 0.084
C 5.47595 0.14047 0.74151 -0.039
C -2.44673 -1.08118 -2.32316 -0.174
H -4.51173 0.25499 1.73289 0.050
S 3.74626 3.80355 0.70895 1.111
Na -0.43958 1.83699 0.07427 0.190
H -2.50381 -3.43559 0.81553 0.103
H 2.65982 -2.65970 1.34233 0.089
H -0.83365 -2.68005 -4.88492 0.114
H 0.82957 7.87135 0.51846 0.095
H 2.46651 6.06362 0.73934 0.072
H -5.46362 0.40771 -2.89762 0.106
H 2.50608 -2.62644 -0.42710 0.058
H 5.42066 -3.81998 1.36179 0.083
C 3.16925 -2.89012 0.40107 -0.064
C -4.46546 -0.82422 1.75457 -0.117
H -3.20334 3.88068 3.51168 -0.003
C -0.25814 4.13136 -0.16593 -0.125
C -4.40902 -3.60357 1.78200 -0.084
H -3.63279 2.14461 3.53016 -0.007
H 6.44443 -0.33432 0.86866 0.108
C -0.77601 6.54363 -0.05376 -0.110
C -3.15476 -1.33571 -4.65168 -0.035
C -0.32143 -2.00300 -1.59663 -0.103
H -6.32913 -3.48476 2.74388 0.102
C 4.34795 -0.64784 0.45666 -0.169
H 6.28880 2.10176 1.05088 0.110
H -0.74324 -1.41824 2.69296 0.027
H 0.42995 -2.17149 -0.83138 0.062
Ge -1.73276 -0.64659 0.51526 1.012
Br -3.65012 3.07797 1.22248 0.642
N 1.85092 2.12819 0.22150 0.051
C 5.40001 1.51543 0.84314 -0.073
H -2.17704 5.04041 -0.59096 0.047
H 5.12916 -2.39846 2.38143 0.095
C -5.53034 -1.53875 2.30120 -0.085
C 1.44259 5.81876 0.45544 -0.095
H 3.33296 -3.97131 0.35547 0.089
H -5.01144 -0.45230 -5.19060 0.104
H 4.46728 -2.08327 -1.87762 0.088
H -0.02313 -2.34054 1.34698 0.021
H -2.95335 -1.71706 -5.64621 0.112
C 2.07366 3.41105 0.35327 -0.497
C -3.35953 -1.49221 1.22279 -0.325
C -3.06409 2.92060 3.04701 -1.021
H -1.50166 7.34641 -0.16484 0.093
C 3.12508 -0.01360 0.27403 0.038
H 0.57311 -0.70823 1.73692 0.006
C -3.34553 -2.89126 1.23960 -0.110
Br -1.20130 2.48021 3.19805 0.652
H 0.81859 -3.06456 -3.10234 0.104
C -3.65275 -0.36080 -2.09072 -0.041
H 2.22868 -0.57462 0.02443 0.091
C -0.09086 -2.51352 -2.89739 -0.067
C -1.47597 -1.32416 -1.29412 -0.265
H 5.26238 -3.53271 -1.22557 0.088
C -1.14332 5.22329 -0.29040 -0.184
C -4.29641 -0.63494 -4.39785 -0.076
C 3.02469 1.37872 0.38058 -0.282
C 5.44424 -2.72592 1.38509 -0.056
C -2.20440 -1.57826 -3.62620 -0.162
```

The highest occupied orbital energy (alpha / beta) comes out at -0.2571 / -0.2555 Ha. The energy relative to the best compared isomer or geometry (same formula, charge and spin) comes out at 41.14 kJ/mol. The value obtained for the total energy is -250172.5280 eV. For the orbital gap (alpha / beta), the calculation gives 0.265 / 0.193 Ha. Its multiplicity is 2.

=====

Record 3
Computed, not measured: a molecular structure, C35H33CaClN4S2Si2, with ωB97M-V/def2-TZVPD.

The geometry in XYZ format:
```
78
Properties=species:S:1:pos:R:3:lowdin_charge:R:1
H 0.87465 1.72045 -1.13755 0.068
C -1.71105 -1.57905 -0.57385 -0.107
C 1.31865 1.74315 -5.30565 -0.331
C -1.37095 -1.69525 5.00885 -0.242
H 0.33695 -0.59365 -6.65985 0.099
Cl 3.21435 0.50725 -2.98015 0.282
C -1.67695 -3.97235 -0.83565 -0.109
H -1.70235 4.24535 4.96935 0.108
C -0.57175 -4.03315 0.00415 -0.106
Si 0.05835 -0.05975 1.15125 0.569
Si 2.51555 0.36905 -4.94585 0.337
H -2.09105 -4.87765 -1.26085 0.094
H -2.35845 4.49515 -1.50245 0.095
C -1.91025 3.63615 -1.01945 -0.105
H 1.02965 4.57065 -7.16905 0.101
C -0.09465 2.07195 -0.80415 -0.113
C 1.55775 -3.66405 -4.67445 -0.084
H 0.09355 -4.76765 -5.78885 0.101
H -1.80855 0.09315 6.25855 0.104
N 2.18485 -2.95385 3.82785 0.100
H -2.92435 -0.89935 2.18095 0.099
H -3.10505 -2.67865 -1.77625 0.097
C -0.49065 3.79745 -5.86915 -0.084
H -3.55365 3.32995 0.32615 0.095
N 0.29325 1.56085 5.17535 -0.018
C 1.36195 1.30435 5.96205 -0.346
C 1.69785 2.31615 6.86075 -0.349
H 0.80095 -2.94395 1.21725 0.070
S 0.60705 3.58295 6.63665 1.083
C -2.57895 2.98145 0.00675 -0.104
C -1.99365 1.88815 0.62925 -0.140
H 1.32345 -2.96265 3.27355 0.077
C 0.75585 3.78525 -6.47715 -0.088
H -0.22585 0.98515 -4.01185 0.110
H 2.52015 2.30715 7.56275 0.076
N 1.63155 -0.80135 4.80755 -0.005
H 2.83475 -3.75175 3.78055 0.110
S 3.72185 -1.81655 5.78135 1.084
N -1.33455 3.31595 4.72105 0.097
C 0.54615 -3.79995 -5.61525 -0.087
H 2.91485 -2.32875 -3.70445 0.082
C -0.74015 1.40585 0.24065 -0.373
H -1.77245 2.79015 3.95415 0.088
C -0.66405 3.17685 -1.42335 -0.102
H 3.70865 0.53745 -5.80725 -0.013
H -0.13805 3.67735 -2.22715 0.095
C -0.60255 -1.61525 0.27555 -0.356
C -1.91005 -0.42745 5.32065 -0.241
C 0.05775 1.76925 -4.70335 -0.106
C -0.05155 -2.87095 0.55265 -0.150
H -0.11595 -4.98955 0.23065 0.094
C -0.83925 2.78785 -4.98095 -0.091
H 2.62605 2.76775 -6.67345 0.093
H -1.46115 -2.90175 3.13265 0.101
C 1.71245 -1.29845 -5.15995 -0.319
C 0.11455 -2.69205 -6.33005 -0.086
C 2.08045 0.05745 5.75785 -0.342
H -1.81115 2.79675 -4.50515 0.105
H 3.76015 0.21885 7.19175 0.077
C 2.42825 -1.88425 4.70715 -0.650
C -1.73545 -2.01655 3.68005 -0.242
H -3.13275 0.97665 4.09745 0.093
C 1.65375 2.76515 -6.19575 -0.109
C -2.24585 -2.73965 -1.11935 -0.095
H -2.16155 -0.62605 -0.82205 0.091
C -2.50425 -0.94525 3.17045 -0.260
H -0.67725 -2.79245 -7.06085 0.101
C -0.22295 2.78585 5.40875 -0.646
H 1.49425 0.03135 0.67395 -0.060
H -2.51405 1.40735 1.44845 0.072
H 1.89355 -4.52485 -4.11145 0.102
H -0.77945 -2.30835 5.66855 0.102
C 2.13665 -2.42425 -4.45055 -0.110
C -2.61205 0.03685 4.18005 -0.257
Ca -0.41095 -0.16635 3.62095 1.026
C 0.69335 -1.45195 -6.10405 -0.102
C 3.24345 -0.33375 6.41895 -0.353
H -1.19165 4.59275 -6.08655 0.102
```

The highest occupied orbital energy comes out at -0.2332 Ha. The energy relative to the best compared isomer or geometry (same formula, charge and spin) comes out at 0.00 kJ/mol. The value obtained for the total energy is -111179.0252 eV. For the orbital gap, the calculation gives 0.238 Ha. Its multiplicity is 1.